# 1
Below is C17H19Cl3N2O7Os as an isolated structure at a distorted geometry, with properties calculated with wB97M-V/def2-TZVPD.

ORCA input file:
```
! wB97M-V def2-TZVPD RIJCOSX def2/J DEFGRID3
* xyz -2 5
Os -0.95142 -1.24651 -0.89259
Cl -1.89455 0.51869 0.38118
Cl 0.91260 -1.48422 0.48006
Cl -2.04708 -2.87497 -0.42355
O -1.90161 -1.66576 8.12564
O -0.47074 -1.19908 9.72574
O 0.83227 2.74898 1.52843
O 0.85864 0.34132 3.03519
O 4.20596 1.43684 6.39648
O -0.89600 -1.06181 3.43936
O 3.74665 0.91176 8.47423
N -0.81241 -1.20123 8.52739
N 3.44448 0.96000 7.26034
C 2.15582 0.42462 6.88260
C 0.53948 -2.64531 -3.02501
C -0.33433 -0.71453 6.18782
C 0.06575 -0.37458 3.70745
C 0.20966 -1.25675 -2.65688
C 0.38185 0.96998 -1.98466
C -2.27511 -1.22952 -3.49144
C 1.76117 0.38089 5.53929
C -1.08548 -0.60381 -2.88228
C -0.94717 0.76458 -2.43070
C 0.07302 -0.65104 7.53367
C 1.31782 -0.10002 7.88035
C 0.53653 -0.24012 5.20857
C 2.57768 -0.36198 -1.97070
C 1.09742 -0.24078 -2.11838
C -1.94150 1.84495 -2.68609
C 0.98816 2.28968 -1.66784
H -2.56362 -2.08894 -2.88007
H 3.07367 -0.37474 -2.95833
H 1.44941 -2.97443 -2.52203
H 2.99790 0.49135 -1.41534
H -1.60749 2.80285 -2.26138
H 2.41030 0.83352 4.80128
H -2.06527 -1.58635 -4.50519
H 0.67873 -2.77598 -4.10389
H 0.51770 2.04257 0.93961
H 1.64460 -0.08367 8.92216
H 1.30185 2.79572 -2.59397
H -3.11023 -0.52821 -3.52166
H 1.88669 2.19161 -1.03837
H -2.04684 1.98648 -3.77722
H -0.28717 -3.28567 -2.71208
H -2.93892 1.61905 -2.28521
H 0.28220 2.96238 -1.15815
H 2.87115 -1.28266 -1.45084
H -1.29233 -1.13308 5.89733
*
```

Output
F_max = 0.155 hartree/bohr
ΔE to the lowest compared entry with this formula, charge and spin = 78.1 kcal per mole
E_tot = -2766.39070 Ha
LUMO level (spin up / spin down) = 3.50 / 3.50 eV

And the natural (NBO) charges, in e, turn out to be: Os 0.83; Cl -0.59; Cl -0.55; Cl -0.27; O -0.39; O -0.41; O -0.46; O -0.75; O -0.38; O -0.69; O -0.42; N 0.51; N 0.50; C 0.04; C -0.62; C -0.13; C 0.76; C -0.15; C -0.03; C -0.62; C -0.11; C -0.18; C -0.04; C -0.02; C -0.19; C -0.11; C -0.64; C -0.03; C -0.63; C -0.65; H 0.23; H 0.18; H 0.23; H 0.22; H 0.21; H 0.28; H 0.18; H 0.18; H 0.44; H 0.26; H 0.20; H 0.21; H 0.23; H 0.19; H 0.22; H 0.23; H 0.22; H 0.24; H 0.27



# 2
Below is a 2-piece molecular cluster, C17H19Cl6O5 overall at a distorted geometry, with properties calculated with wB97M-V/def2-TZVPD.

ORCA input file:
```
! wB97M-V def2-TZVPD RIJCOSX def2/J DEFGRID3
* xyz -1 1
Cl 0.57198 0.00041 4.76526
Cl 0.73622 3.29700 9.06010
Cl -0.65810 3.27478 6.30642
Cl -0.06082 -1.96961 9.41710
Cl 1.24983 0.66214 10.60365
Cl -2.45914 0.86994 5.66860
O -1.92989 -1.39739 7.21391
O 2.46238 -0.31541 2.07848
O 2.14634 1.92200 2.54711
O -0.66571 2.39396 3.18366
O -1.84227 0.80574 2.09232
C -0.43588 1.79726 7.12736
C -2.87186 1.79078 1.91897
C -0.74773 1.28851 2.74424
C 0.29211 0.19476 2.94580
C 0.26332 1.80445 8.35988
C -1.30582 -1.74110 2.46477
C 3.86782 -0.07865 2.02823
C -0.99731 0.64787 6.53699
C -4.04004 1.32341 1.12387
C -2.55528 -2.85159 4.37957
C -1.08052 -0.55459 7.44307
C -0.01122 -1.06316 2.06828
C -0.27816 -0.50269 8.63974
C 1.71132 0.76095 2.49978
C 0.35420 0.64152 9.12605
C -1.25815 -2.24249 3.89307
C 4.60963 -1.20505 1.35125
H 0.83219 -1.74365 2.24477
H -2.53802 -2.82528 5.47246
H -1.00996 -1.33772 4.47514
H -3.18389 2.16381 2.90494
H 4.26072 -1.42738 0.34772
H -2.36166 2.60287 1.37247
H -3.40585 -2.26527 4.00015
H -1.47423 -2.59458 1.79879
H -2.60048 -3.88834 4.01611
H -4.68022 2.19562 1.04679
H 5.65150 -0.89655 1.26980
H -4.63586 0.52281 1.56613
H -0.05867 -0.76660 0.99345
H -0.42012 -2.96806 3.99977
H 4.01731 0.85111 1.48191
H 4.21448 0.01396 3.05608
H 4.59479 -2.13152 1.92763
H -3.78671 1.05488 0.10576
H -2.15035 -1.04247 2.34423
*
```

Output
F_max = 0.096 hartree/bohr
E_tot = -3796.55622 Ha
LUMO level = 2.56 eV

And the natural (NBO) charges, in e, turn out to be: Cl 0.07; Cl -0.01; Cl 0.02; Cl 0.02; Cl 0.01; Cl -0.01; O -0.68; O -0.53; O -0.57; O -0.53; O -0.53; C 0.05; C -0.07; C 0.77; C -0.18; C -0.24; C -0.40; C -0.07; C -0.27; C -0.63; C -0.62; C 0.41; C -0.42; C -0.25; C 0.80; C -0.04; C -0.40; C -0.62; H 0.24; H 0.26; H 0.21; H 0.21; H 0.21; H 0.18; H 0.19; H 0.18; H 0.18; H 0.21; H 0.21; H 0.22; H 0.22; H 0.18; H 0.19; H 0.19; H 0.21; H 0.21; H 0.23



- Which of these has the highest E_tot?
  C17H19Cl3N2O7Os